Entry 1:
76
Properties=species:S:1:pos:R:3:forces:R:3:mulliken_charge:R:1 method="wB97M-V/def2-TZVPD" lumo_ha="-0.028 / -0.102" homo_lumo_gap_ev="7.85 / 6.12" multiplicity=2 de_lowest_kcal_mol=0.0
Tl 0.410457 0.262069 -0.600716 0.32 -0.14 -0.36 3.3398
Cl -3.452254 4.642005 4.219396 0.01 0.01 0.00 -0.2250
C -3.099081 3.625596 2.881218 -0.01 -0.04 -0.03 0.8690
C -4.081648 2.764044 2.431357 0.04 0.03 0.00 -0.6393
C -3.851049 1.921070 1.356514 -0.04 -0.03 0.03 -0.3751
I -5.293850 0.626106 0.692431 0.00 0.01 -0.03 0.1839
C -2.568292 1.900534 0.682955 0.04 0.05 0.06 0.0293
O -2.325037 1.161323 -0.270829 -0.03 -0.03 0.02 -0.2647
C -1.536462 2.833281 1.194610 -0.01 -0.02 0.01 0.3274
N -0.360113 2.794794 0.568304 -0.06 0.08 -0.13 0.2618
C 0.598652 3.611370 0.965271 0.03 0.00 0.01 -0.4738
C 0.431855 4.513489 2.020929 -0.01 -0.02 0.01 -1.0580
C -0.771102 4.549782 2.682757 0.01 0.00 0.00 -0.9480
C -1.801330 3.690230 2.271194 -0.02 0.01 0.04 0.0011
H -5.039533 2.751241 2.931874 0.00 0.01 0.00 0.4475
H 1.537638 3.532193 0.429728 0.00 0.01 0.00 0.5271
H 1.249978 5.157825 2.310780 0.01 0.00 0.01 0.5465
H -0.932069 5.224751 3.511792 0.01 0.01 0.00 0.4339
O 1.396204 -6.180928 -2.290654 -0.01 0.01 0.02 -0.5632
C 1.290863 -4.888401 -1.926046 0.01 0.00 -0.02 0.8666
C 0.786681 -3.898419 -2.761626 0.02 -0.03 0.00 -0.8107
C 0.710722 -2.620134 -2.267500 0.00 0.06 0.03 -0.4223
N 1.090871 -2.249041 -1.040039 -0.03 -0.09 0.01 0.1662
C 1.573545 -3.216391 -0.270580 0.01 -0.02 -0.01 -0.1621
Br 2.105291 -2.789155 1.487900 -0.02 0.04 0.00 -0.1455
C 1.707213 -4.536263 -0.653773 0.00 0.02 0.02 -0.5018
H 0.979283 -6.316013 -3.148471 0.01 0.00 -0.02 0.3046
H 0.424851 -4.123050 -3.755971 -0.01 0.01 0.00 0.3248
H 0.293079 -1.842029 -2.890889 -0.01 -0.01 0.00 0.0257
H 2.092315 -5.279286 0.027006 0.00 0.00 0.00 0.4807
Cl 4.855240 0.988376 -3.529666 0.01 0.03 0.04 -0.1381
C 3.943147 2.132893 -2.547134 0.01 -0.04 -0.03 0.8395
Cl 3.493708 3.525532 -3.550039 -0.01 -0.02 0.01 -0.1533
Cl 4.934462 2.682745 -1.178809 0.02 0.03 0.00 -0.1426
C 2.668021 1.477014 -1.930048 -0.03 0.00 0.00 -0.6749
O 2.630655 0.238602 -1.862394 -0.09 -0.01 0.03 -0.4856
O 1.779028 2.262264 -1.538588 0.10 0.05 -0.01 -0.3079
C 6.707146 6.143973 6.035207 0.02 -0.01 -0.02 -1.0669
C 5.910458 5.190724 5.180689 -0.06 0.00 0.12 0.7384
O 5.349834 5.505657 4.169843 0.00 -0.02 -0.06 -0.5236
S 5.854981 3.539536 5.881444 0.06 0.02 -0.03 -0.2335
C 4.771919 2.729160 4.740654 -0.04 0.00 0.00 0.0147
C 3.486930 2.393243 5.150309 0.00 0.02 -0.02 -0.5246
C 2.623004 1.761088 4.272575 -0.01 -0.01 0.01 -0.5006
C 3.038960 1.463438 2.975026 -0.02 0.00 0.01 0.2252
C 4.336616 1.788859 2.574974 -0.01 0.01 -0.02 -0.3836
C 5.198361 2.417354 3.454747 0.00 -0.01 0.02 -0.4623
C 2.130707 0.878361 2.034684 -0.05 0.04 0.09 0.4816
C 1.342222 0.436105 1.236562 -0.12 -0.04 -0.11 -2.3958
H 7.311943 6.777182 5.388890 0.00 0.00 0.00 0.3055
H 7.337725 5.624129 6.753852 0.01 0.00 0.00 0.3681
H 6.004566 6.779504 6.576149 0.00 -0.01 0.00 0.2798
H 3.163326 2.639068 6.153140 0.00 -0.01 0.00 0.4444
H 1.619174 1.501476 4.581781 0.00 0.00 0.00 0.5287
H 4.654318 1.551770 1.568337 0.00 -0.01 0.01 0.5127
H 6.201156 2.674375 3.141737 0.01 0.01 0.01 0.4484
F -1.595489 -1.447473 -0.743702 0.03 0.08 0.03 -0.3261
Sb -2.854984 -2.912883 -0.758718 0.00 -0.07 -0.02 2.2455
F -1.485123 -4.009000 -0.072050 0.03 -0.02 0.01 -0.5552
F -2.241524 -3.289242 -2.520453 0.00 0.00 -0.02 -0.5672
F -4.075143 -4.336303 -0.793745 0.02 -0.02 -0.01 -0.5295
F -4.129453 -1.749057 -1.533838 -0.03 0.05 0.03 -0.5393
F -3.378849 -2.382528 0.967470 -0.03 -0.02 0.04 -0.5447
C 0.494108 0.658823 -4.216353 0.05 -0.06 0.03 -1.1046
P -0.632072 0.823208 -2.810244 -0.14 0.08 0.14 1.3493
C -2.133956 -0.060366 -3.253094 0.03 0.03 0.02 -1.0266
C -1.049436 2.577736 -2.784525 0.01 0.00 0.02 -1.2452
H -0.072597 0.919824 -5.111997 0.01 -0.01 -0.01 0.5663
H 0.877352 -0.354592 -4.312896 0.01 0.01 0.00 0.3046
H 1.333184 1.342944 -4.114219 -0.01 0.03 0.01 0.2401
H -2.511375 0.366234 -4.184798 0.00 0.00 0.00 0.5725
H -2.869013 0.052348 -2.458684 0.00 0.00 0.01 0.1372
H -1.943132 -1.124362 -3.382336 0.00 -0.02 0.00 0.2834
H -1.391125 2.859178 -3.782239 0.00 0.00 0.00 0.6015
H -0.164819 3.149708 -2.510590 0.00 -0.01 -0.01 0.1988
H -1.841805 2.749473 -2.061600 -0.01 -0.01 0.02 0.1994

---

Entry 2:
87
Properties=species:S:1:pos:R:3:forces:R:3:mulliken_charge:R:1 method="wB97M-V/def2-TZVPD" lumo_ha=0.011 homo_lumo_gap_ev=2.93 total_charge=-1 de_lowest_kcal_mol=32.9
C 3.053544 0.313405 1.017525 -0.98 -1.39 -0.43 -1.2898
C 2.708759 0.321440 -0.457923 0.02 0.57 -0.15 0.6668
C 3.656333 -0.364751 -1.401828 0.70 1.67 0.10 -1.1044
C 1.579888 0.961940 -0.885297 -0.28 -0.38 0.49 -1.0446
C 0.191455 0.487146 -0.455839 0.46 1.16 0.71 0.0316
C -0.905540 1.271150 -1.185896 0.24 -0.46 1.34 -1.2157
C -2.341580 0.949546 -0.710142 -0.50 1.18 -1.11 1.6229
C -3.113290 2.286523 -0.515488 0.02 -0.97 0.52 -1.9420
C -3.079228 0.164757 -1.799849 0.26 -0.53 0.35 -1.5683
C -2.499038 -1.235017 -2.105616 -0.90 -0.44 -0.28 0.5749
N -3.161704 -2.301988 -1.365370 0.04 0.59 0.78 -0.6083
P -2.281982 -3.019816 -0.220910 0.88 -0.79 -0.65 -0.2762
O -1.635237 -1.866525 0.864983 -0.43 -0.09 0.29 -0.4281
O -3.473609 -3.713931 0.715766 -0.10 0.41 0.12 -0.3972
H 2.126590 0.375025 1.588090 0.15 0.02 0.27 0.3777
H 3.632695 1.218704 1.201367 0.15 -0.06 0.04 0.2610
H 3.620079 -0.573631 1.308673 0.02 0.07 0.24 0.3539
H 3.310823 -1.390669 -1.538833 0.09 -0.08 0.11 0.2198
H 4.678138 -0.338403 -1.008977 0.09 -0.33 -0.17 0.3978
H 3.647341 0.122069 -2.382638 -0.06 -0.09 -0.07 0.3911
H 1.600760 1.818406 -1.560440 0.10 -1.08 -1.41 0.3865
H 0.144894 -0.567924 -0.713296 -0.12 -0.06 0.12 0.1332
H 0.061310 0.548008 0.629639 -0.27 -0.09 -0.01 0.3572
H -0.714268 2.327224 -0.970920 0.09 0.08 -0.34 0.5603
H -0.791553 1.059736 -2.250294 -0.13 0.31 -0.11 0.2606
H -2.383193 0.441592 0.249312 0.33 -0.37 -0.13 -0.1303
H -2.967179 2.656211 0.503280 0.19 0.31 -0.12 0.3621
H -4.174107 2.040706 -0.592322 -0.10 0.40 -0.16 0.4577
H -2.803312 3.024134 -1.254105 -0.22 0.11 -0.02 0.4121
H -4.117409 0.011715 -1.497856 -0.04 -0.07 -0.05 0.5162
H -3.097685 0.761649 -2.722138 0.12 0.15 0.08 0.2858
H -2.700601 -1.412096 -3.173806 0.25 0.02 -0.07 0.2330
H -1.406128 -1.230401 -1.974841 0.03 0.11 -0.12 -0.4431
H -2.335000 -1.583325 1.473208 0.01 0.14 -0.06 0.2539
H -4.254847 -3.150123 0.576934 -0.06 -0.11 -0.16 0.3110
O -4.107181 3.550488 3.867456 -3.83 1.66 -1.24 -0.7547
P -3.934516 4.703142 4.810552 7.79 -2.80 2.90 1.2018
O -2.447237 5.160806 4.211543 -0.40 0.55 -0.33 -0.3402
C -2.388959 5.895252 2.992264 0.03 -0.10 -0.16 -0.1880
C -2.988507 7.285519 3.110104 -0.07 -0.01 0.09 -1.0886
O -3.558122 3.787175 6.121579 -0.79 0.20 0.29 -0.3881
C -3.800623 2.381041 6.183310 0.15 -0.31 -0.09 -0.3439
C -2.630682 1.590523 5.633566 0.22 0.02 0.06 -1.0602
O -3.885290 6.024702 5.781701 -2.76 0.68 -1.52 -0.4132
C -3.268535 6.115559 7.073324 -0.23 0.11 0.72 -0.1874
C -1.769494 5.927199 7.062118 0.18 -0.10 -0.32 -0.9493
H -2.888749 5.327892 2.200985 0.03 -0.01 -0.01 0.1663
H -1.334054 5.968726 2.728088 0.03 -0.08 0.06 0.3273
H -4.064727 7.239912 3.301178 0.00 0.01 -0.03 0.2948
H -2.835508 7.844857 2.186157 0.01 -0.03 -0.02 0.4266
H -2.536562 7.834148 3.936357 0.03 0.01 -0.01 0.2081
H -4.727860 2.125186 5.674035 0.05 0.08 -0.14 0.3366
H -3.943380 2.139359 7.239078 0.03 0.15 0.04 0.3153
H -2.311223 1.956253 4.658535 -0.19 0.00 -0.06 0.2825
H -2.890215 0.535740 5.538056 -0.01 0.00 0.01 0.3803
H -1.771715 1.670910 6.302753 -0.01 -0.01 0.02 0.2857
H -3.755535 5.438466 7.771660 0.04 -0.16 -0.12 0.2711
H -3.494445 7.126354 7.420700 -0.10 0.04 -0.23 0.3575
H -1.473551 4.954749 6.677330 -0.10 -0.05 0.02 0.2135
H -1.391269 6.012990 8.082796 -0.08 0.10 0.02 0.3834
H -1.285909 6.680583 6.439742 -0.01 0.05 0.06 0.2602
O 3.537182 -4.176533 -2.190684 2.22 -1.36 1.09 -0.7496
P 3.834146 -4.892654 -3.442179 -3.92 1.56 -3.18 0.9211
O 4.351878 -3.790464 -4.521086 0.35 -0.53 0.30 -0.2750
C 5.598723 -3.133490 -4.286750 0.18 0.22 0.11 -0.2000
C 6.792286 -4.067835 -4.378043 -0.06 -0.15 0.05 -1.0273
O 2.379343 -5.265753 -4.027063 0.36 -0.29 -0.09 -0.2416
C 1.158042 -4.930447 -3.344339 -0.30 0.29 0.18 -0.4697
C 0.670679 -3.554311 -3.726892 -0.11 0.22 -0.28 -0.5931
O 4.553694 -6.193147 -4.029831 1.02 0.30 1.77 -0.3574
C 4.010922 -7.050771 -5.044053 -0.11 -0.60 -0.22 -0.2062
C 3.819146 -6.384597 -6.386475 0.05 0.35 -0.06 -0.9950
H 5.570679 -2.641847 -3.309974 -0.05 -0.01 -0.01 0.1827
H 5.680847 -2.355932 -5.045746 -0.13 -0.02 -0.03 0.3322
H 6.775198 -4.814351 -3.581496 0.03 0.03 0.01 0.2736
H 7.722294 -3.504236 -4.290584 -0.03 0.05 -0.01 0.4264
H 6.790905 -4.606087 -5.326280 0.02 0.04 -0.03 0.1983
H 1.279213 -5.023057 -2.267359 0.20 0.09 0.00 0.3376
H 0.422715 -5.678689 -3.642578 0.13 -0.07 -0.11 0.3342
H 1.452955 -2.797507 -3.655418 0.09 -0.11 0.21 0.2223
H -0.157794 -3.251249 -3.086966 -0.05 -0.05 0.06 0.1152
H 0.321491 -3.545696 -4.762290 -0.02 -0.03 0.01 0.2829
H 3.093346 -7.514923 -4.688147 -0.10 0.24 0.08 0.2627
H 4.739912 -7.856258 -5.150886 0.12 0.11 0.15 0.3454
H 3.138750 -5.538205 -6.335815 -0.07 -0.04 0.11 0.2642
H 3.402730 -7.107104 -7.090558 0.08 -0.07 0.03 0.3848
H 4.768446 -6.014875 -6.777624 0.02 -0.09 -0.02 0.2545